# C16H38BCl14O2PS

A 8-piece molecular cluster, C16H38BCl14O2PS overall in a non-equilibrium geometry (ωB97M-V with the def2-TZVPD basis set, the OMol25 dataset).

## Properties
DFT total energy: -7989.980643 Eh
Largest force on an atom: 2.0 eV/A

```
! RIJCOSX wB97M-V def2-TZVPD def2/J DEFGRID3
* xyz 0 1
C 2.341 -0.748 0.839
C 0.810 -0.741 1.172
O 0.068 0.112 0.277
B -1.219 0.276 0.867
O -1.723 1.578 1.201
P -2.310 -1.327 1.222
S -3.429 -3.156 1.736
H 2.394 -0.875 -0.253
H 2.863 0.160 1.152
H 2.724 -1.652 1.337
H 0.488 -1.794 1.034
H 0.592 -0.476 2.221
H -1.724 1.573 2.162
H -3.520 -0.567 1.244
H -1.615 -1.435 2.490
H -1.808 -1.909 0.004
H -2.411 -3.986 2.148
Cl -0.242 4.597 4.004
C 0.556 4.912 2.441
C 0.621 3.674 1.580
Cl 1.738 2.454 2.244
H 1.547 5.313 2.643
H -0.028 5.681 1.936
H 0.990 3.932 0.587
H -0.355 3.212 1.469
Cl -4.809 1.459 -1.838
C -4.592 2.589 -0.477
C -5.153 3.958 -0.779
Cl -4.209 4.812 -2.026
H -3.530 2.634 -0.242
H -5.112 2.159 0.379
H -5.122 4.575 0.119
H -6.185 3.901 -1.118
Cl 7.616 0.018 1.145
C 6.159 -0.286 2.123
C 5.944 -1.756 2.391
Cl 5.498 -2.649 0.915
H 5.309 0.154 1.604
H 6.296 0.244 3.065
H 5.126 -1.886 3.098
H 6.835 -2.220 2.809
Cl 5.288 -7.333 0.246
C 6.027 -7.056 -1.351
C 6.054 -5.592 -1.720
Cl 4.423 -4.947 -2.031
H 5.474 -7.642 -2.084
H 7.044 -7.442 -1.301
H 6.630 -5.454 -2.635
H 6.510 -4.991 -0.935
Cl -5.455 -6.222 1.472
C -4.614 -5.985 -0.080
C -4.590 -7.245 -0.913
Cl -3.547 -8.502 -0.200
H -3.611 -5.626 0.132
H -5.150 -5.200 -0.613
H -4.190 -7.025 -1.902
H -5.587 -7.664 -1.032
Cl 4.917 3.247 -0.007
C 6.111 4.340 -0.752
C 7.448 3.665 -0.938
Cl 8.252 3.343 0.617
H 6.193 5.228 -0.128
H 5.709 4.639 -1.720
H 8.113 4.309 -1.513
H 7.345 2.720 -1.466
Cl -8.873 4.083 -1.451
C -8.962 5.022 -2.963
C -9.228 4.142 -4.161
Cl -7.840 3.093 -4.538
H -8.031 5.574 -3.072
H -9.774 5.739 -2.842
H -9.407 4.761 -5.039
H -10.099 3.508 -4.004
*
```



# C34H35IInN6O3SSi

C34H35IInN6O3SSi as an isolated structure (ωB97M-V with the def2-TZVPD basis set, the OMol25 dataset).

## Properties
DFT total energy: -3046.585952 Eh
ΔE to the lowest compared entry with this formula, charge and spin: 3.2 kcal per mole
Largest force on an atom: 0.4 eV/A

```
! RIJCOSX wB97M-V def2-TZVPD def2/J DEFGRID3
* xyz -1 1
In 0.020 -0.056 -0.038
C -1.353 -1.006 3.844
C -2.423 -0.131 3.671
C -2.188 1.121 3.152
C -0.880 1.474 2.777
N 0.151 0.644 2.965
C -0.096 -0.556 3.486
N -0.662 2.751 2.296
C 0.184 2.997 1.363
N 0.851 2.142 0.533
C 1.723 2.877 -0.239
N 2.639 2.556 -1.082
C 3.083 1.273 -1.358
C 3.960 1.143 -2.446
C 4.565 -0.067 -2.688
C 4.292 -1.141 -1.845
C 3.383 -0.938 -0.829
N 2.784 0.229 -0.580
C 1.505 4.328 0.043
C 2.077 5.465 -0.494
C 1.643 6.693 -0.003
C 0.675 6.766 1.000
C 0.117 5.612 1.540
C 0.550 4.402 1.034
H -1.490 -2.000 4.248
H -3.429 -0.431 3.940
H -2.980 1.842 3.003
H 0.771 -1.198 3.612
H 4.149 2.014 -3.058
H 5.244 -0.180 -3.525
H 4.737 -2.115 -1.998
H 3.098 -1.757 -0.176
H 2.830 5.390 -1.267
H 2.061 7.609 -0.404
H 0.359 7.737 1.363
H -0.629 5.645 2.324
C -4.359 3.093 -1.089
C -3.067 3.536 -1.323
C -2.013 2.672 -1.067
N -2.190 1.445 -0.584
C -3.431 1.021 -0.375
C -4.549 1.804 -0.616
H -5.207 3.739 -1.280
H -2.870 4.531 -1.699
H -0.988 2.959 -1.268
H -3.531 0.005 -0.004
H -5.539 1.408 -0.436
C 0.679 -3.659 1.732
Si -0.444 -4.281 0.369
C -0.979 -6.015 0.838
C 0.439 -4.323 -1.269
H 1.631 -4.196 1.714
H 0.223 -3.812 2.714
H 0.887 -2.594 1.618
H -0.093 -6.645 0.954
H -1.619 -6.463 0.076
H -1.530 -6.025 1.781
H 1.286 -5.014 -1.239
H 0.804 -3.330 -1.545
H -0.238 -4.647 -2.064
I -3.868 -4.014 0.403
C -1.928 -3.104 0.214
H -1.915 -2.333 0.980
H -1.941 -2.611 -0.758
C 0.320 0.908 -9.046
C 0.204 0.596 -7.578
C -0.669 1.306 -6.759
C -0.772 1.020 -5.407
C 0.003 0.010 -4.857
C 0.881 -0.706 -5.654
C 0.975 -0.412 -7.007
S -0.125 -0.345 -3.119
O 0.098 0.946 -2.443
O -1.466 -0.860 -2.896
O 0.932 -1.302 -2.835
H -0.333 1.734 -9.326
H 0.049 0.043 -9.655
H 1.343 1.184 -9.310
H -1.274 2.098 -7.188
H -1.447 1.578 -4.770
H 1.485 -1.480 -5.200
H 1.664 -0.973 -7.630
*
```



# C36H96N4O14

C36H96N4O14 as an isolated structure in a non-equilibrium geometry (ωB97M-V with the def2-TZVPD basis set, the OMol25 dataset).

## Properties
DFT total energy: -2700.137121 Eh
ΔE to the lowest compared entry with this formula, charge and spin: 806.5 kcal per mole
Largest force on an atom: 8.8 eV/A

```
! RIJCOSX wB97M-V def2-TZVPD def2/J DEFGRID3
* xyz 0 1
O 2.105 1.921 -2.957
H 1.949 1.306 -3.674
H 2.562 1.404 -2.293
O -0.770 -2.172 4.287
H -0.423 -2.603 3.506
H -0.181 -2.441 4.992
O 4.962 0.274 1.795
H 5.819 -0.082 1.563
H 5.025 1.207 1.589
O 5.184 1.514 -0.085
H 4.596 2.165 0.298
H 4.718 1.194 -0.857
O 3.349 0.795 3.107
H 2.489 0.538 2.773
H 3.971 0.298 2.575
O -0.850 3.152 -0.928
H -1.067 4.070 -0.764
H -0.949 2.726 -0.077
O -1.524 -0.568 5.313
H -1.060 0.244 5.515
H -1.000 -0.978 4.625
O 3.678 2.478 -1.674
H 2.873 2.563 -2.186
H 4.364 2.820 -2.248
O 1.736 -1.548 5.798
H 2.595 -1.136 5.703
H 1.637 -2.080 5.008
O 3.920 2.900 2.295
H 3.439 2.095 2.490
H 4.536 2.993 3.022
C 2.686 2.110 0.603
C 1.415 1.187 0.654
C 1.656 0.029 -0.393
C 0.787 -1.262 -0.204
C 0.967 -1.850 1.186
C 0.662 -0.816 2.275
N 1.263 0.587 2.062
O 1.290 1.392 3.139
C -0.834 -0.738 2.376
C 1.167 -1.489 3.557
C 0.173 2.025 0.219
H 3.497 1.575 1.097
H 2.357 3.020 1.105
H 2.999 2.339 -0.416
H 1.365 0.386 -1.381
H 2.703 -0.276 -0.411
H 1.184 -1.947 -0.954
H -0.221 -0.931 -0.454
H 2.027 -2.105 1.196
H 0.457 -2.807 1.292
H -1.343 -0.489 1.444
H -1.048 -1.773 2.642
H -1.165 -0.133 3.221
H 1.024 -2.563 3.436
H 2.251 -1.381 3.562
H 0.889 -1.033 4.507
H -0.787 1.527 0.355
H 0.205 1.990 -0.870
H 0.208 3.070 0.530
H 0.418 1.792 3.117
C -1.484 -4.757 0.300
C -1.188 -5.019 -1.140
C -0.969 -3.676 -1.758
C 0.380 -3.041 -1.466
C 1.496 -3.988 -1.841
C 1.325 -5.432 -1.302
N 0.000 -5.944 -1.353
O -0.146 -7.183 -0.774
C 2.201 -6.318 -2.169
C 1.860 -5.439 0.168
C -2.498 -5.732 -1.663
H -2.396 -4.176 0.437
H -0.715 -4.219 0.854
H -1.657 -5.625 0.937
H -1.197 -3.697 -2.823
H -1.775 -3.008 -1.455
H 0.421 -2.858 -0.392
H 0.459 -2.028 -1.860
H 2.339 -3.389 -1.498
H 1.533 -3.985 -2.931
H 2.321 -7.301 -1.713
H 1.742 -6.483 -3.144
H 3.233 -6.025 -2.363
H 1.981 -6.494 0.415
H 2.640 -4.739 0.467
H 1.120 -5.206 0.935
H -3.366 -5.101 -1.853
H -2.841 -6.630 -1.150
H -2.296 -6.194 -2.629
H -0.228 -6.998 0.165
C -3.489 4.177 -0.137
C -2.555 5.228 0.640
C -2.445 4.759 2.128
C -1.325 5.154 3.063
C -0.105 4.661 2.287
C 0.084 5.322 0.975
N -1.102 5.167 0.123
O -1.006 5.570 -1.210
C 0.494 6.830 1.106
C 1.344 4.693 0.320
C -3.150 6.681 0.595
H -3.473 4.379 -1.208
H -4.527 4.256 0.187
H -3.245 3.147 0.124
H -3.319 5.091 2.687
H -2.554 3.674 2.148
H -1.224 4.810 4.092
H -1.417 6.240 3.047
H -0.197 3.575 2.270
H 0.783 4.884 2.879
H 1.093 7.193 0.271
H -0.360 7.503 1.191
H 1.122 7.074 1.963
H 1.439 3.607 0.339
H 1.392 5.013 -0.721
H 2.201 5.199 0.765
H -2.879 6.963 -0.422
H -2.585 7.391 1.201
H -4.236 6.754 0.642
H -0.741 6.477 -1.039
C -3.088 -1.165 -4.867
C -2.285 -2.026 -3.847
C -0.841 -1.722 -4.102
C -0.361 -0.384 -3.555
C -0.585 -0.462 -2.036
C -2.106 -0.636 -1.556
N -2.651 -1.831 -2.362
O -3.934 -2.193 -2.155
C -2.012 -1.070 -0.082
C -3.035 0.653 -1.590
C -2.512 -3.526 -4.310
H -2.691 -0.969 -5.863
H -3.180 -0.135 -4.523
H -4.144 -1.432 -4.913
H -0.334 -2.604 -3.710
H -0.622 -1.708 -5.170
H -1.046 0.384 -3.914
H 0.693 -0.156 -3.714
H -0.297 0.532 -1.691
H 0.110 -1.189 -1.616
H -1.846 -0.170 0.510
H -2.949 -1.503 0.268
H -1.195 -1.790 -0.035
H -3.918 0.498 -0.969
H -2.580 1.628 -1.416
H -3.400 0.722 -2.614
H -2.456 -4.192 -3.450
H -1.708 -3.919 -4.932
H -3.454 -3.852 -4.751
H -3.820 -3.053 -1.744
*
```



# CH8NP2

A 2-piece molecular cluster, CH8NP2 overall in a non-equilibrium geometry (ωB97M-V with the def2-TZVPD basis set, the OMol25 dataset).

## Properties
DFT total energy: -780.005291 Eh
ΔE to the lowest compared entry with this formula, charge and spin: 12.2 kcal per mole
Largest force on an atom: 3.9 eV/A

```
! RIJCOSX wB97M-V def2-TZVPD def2/J DEFGRID3
* xyz 1 1
C -0.236 0.571 -0.085
N 0.363 -1.303 -0.495
P -1.865 0.572 0.714
P 1.294 1.228 0.902
H -0.282 0.885 -1.129
H 1.178 -1.162 -1.148
H -0.361 -1.815 -0.924
H 0.568 -1.581 0.443
H -1.700 -0.241 1.856
H -2.612 -0.206 -0.342
H 2.141 0.593 0.003
H 1.512 2.459 0.205
*
```



Number 1: lowest unoccupied orbital energy 0.004 hartree, orbital gap 8.18 eV. Number 2: lowest unoccupied orbital energy 0.082 hartree, orbital gap 6.78 eV. Number 3: lowest unoccupied orbital energy 0.004 hartree, orbital gap 7.77 eV. Number 4: lowest unoccupied orbital energy -0.178 hartree, orbital gap 9.40 eV.